C27H34FN7NiO4PS as an isolated structure in a non-equilibrium geometry, computed with ωB97M-V/def2-TZVPD.

Calculated values
spin multiplicity: 3
frontier orbital gap (alpha / beta): 7.683 / 7.666 eV
total charge: +1
⟨S²⟩: 2.0060
energy relative to the best compared isomer or geometry (same formula, charge and spin): 67.9 kcal per mole
highest occupied orbital energy (alpha / beta): -10.777 / -10.778 eV

Each line ends with the Mulliken charge.
Cartesian coordinates (Å):
Ni -1.012 0.852 1.211  0.310
N -3.578 1.373 3.606  -0.234
C -3.471 0.107 3.216  0.560
N -4.121 -0.813 3.924  -0.757
C -4.010 -2.067 3.509  0.423
N -4.627 -3.038 4.183  -0.366
N -3.277 -2.431 2.439  -0.608
C -2.666 -1.457 1.799  -0.835
N -2.708 -0.165 2.127  -0.149
C -1.763 -1.853 0.682  1.820
C -2.178 -3.131 -0.076  1.046
C -1.541 -3.194 -1.432  -0.991
C -1.173 -2.082 -2.071  -0.997
C -1.319 -0.818 -1.393  -0.309
N -1.538 -0.706 -0.138  -0.383
H -4.135 1.590 4.413  0.234
H -3.088 2.076 3.075  -0.129
H -5.189 -2.809 4.984  0.266
H -4.612 -3.978 3.829  0.231
H -2.425 -5.252 0.032  0.554
H -1.462 -4.173 -1.885  0.464
H -0.772 -2.092 -3.071  0.519
H -1.234 0.095 -1.965  0.758
C 2.416 2.002 -5.450  -1.856
C 2.774 0.777 -4.616  0.495
C 4.283 0.544 -4.674  -1.023
C 4.643 -0.747 -3.953  -1.034
C 4.089 -0.715 -2.561  1.313
C 4.681 -1.473 -1.575  -0.793
C 4.199 -1.429 -0.272  -0.101
F 4.801 -2.176 0.667  -0.358
C 3.123 -0.651 0.062  -1.150
C 2.501 0.115 -0.929  0.646
C 1.330 0.899 -0.556  1.745
O 0.915 0.869 0.621  -0.644
C 0.738 1.649 -1.613  -0.018
C 1.289 1.621 -2.864  -0.500
N 2.351 0.876 -3.211  0.295
C 2.976 0.098 -2.255  -1.052
C -0.571 2.419 -1.384  0.070
O -0.893 3.244 -2.224  -0.791
O -1.267 2.131 -0.358  -0.607
H 2.867 1.888 -6.432  0.453
H 2.816 2.905 -4.995  0.380
H 1.347 2.117 -5.601  0.528
H 2.275 -0.105 -5.044  0.158
H 4.797 1.393 -4.217  0.344
H 4.595 0.481 -5.716  0.370
H 5.726 -0.877 -3.918  0.474
H 4.230 -1.611 -4.488  0.323
H 5.533 -2.095 -1.805  0.549
H 2.736 -0.614 1.066  0.772
H 0.830 2.229 -3.629  0.664
C 0.539 3.925 1.465  -1.398
P -0.875 3.013 2.196  0.783
C -0.603 3.386 3.984  -1.242
C -2.223 4.181 1.758  -1.339
H 0.694 4.855 2.011  0.527
H 0.306 4.150 0.427  0.340
H 1.441 3.319 1.508  0.299
H -0.500 4.461 4.132  0.432
H 0.313 2.894 4.310  0.425
H -1.426 3.018 4.595  0.346
H -1.928 5.195 2.028  0.446
H -3.162 3.946 2.252  0.474
H -2.372 4.126 0.680  0.301
C -1.978 -4.467 0.638  -1.660
S -0.076 -1.856 1.695  0.660
C -0.360 -3.122 2.980  -1.044
O -0.173 -0.601 2.461  -0.463
H -0.922 -4.691 0.758  0.325
H -3.263 -3.024 -0.241  0.434
H -2.477 -4.470 1.600  0.233
H 0.077 -4.054 2.648  0.415
H -1.418 -3.233 3.184  0.205
H 0.158 -2.753 3.859  0.426


C27H34FeGeN10OS as an isolated structure in a non-equilibrium geometry, computed with ωB97M-V/def2-TZVPD.

Calculated values
spin multiplicity: 2
frontier orbital gap (alpha / beta): 6.226 / 5.670 eV
total charge: +1
⟨S²⟩: 0.7647
energy relative to the best compared isomer or geometry (same formula, charge and spin): 66.7 kcal per mole
highest occupied orbital energy (alpha / beta): -8.901 / -8.348 eV

Each line ends with the Mulliken charge.
Cartesian coordinates (Å):
Fe 0.261 -0.347 0.507  0.526
N -1.454 2.416 3.414  -0.282
C -0.600 1.777 2.559  -0.051
S -0.303 0.083 2.812  -0.338
N -0.051 2.491 1.621  -1.207
N 0.685 1.704 0.778  1.030
C 1.766 2.185 0.357  -0.858
C 2.637 1.303 -0.431  0.946
C 3.894 1.712 -0.840  -0.914
C 4.700 0.824 -1.534  -0.288
C 4.211 -0.440 -1.813  -0.939
C 2.942 -0.763 -1.364  -0.249
N 2.174 0.078 -0.667  0.031
H -1.634 1.961 4.289  0.207
H -1.416 3.425 3.426  0.265
H 2.085 3.189 0.632  0.323
H 4.233 2.713 -0.602  0.428
H 5.694 1.114 -1.855  0.427
H 4.795 -1.163 -2.370  0.432
H 2.522 -1.741 -1.568  0.475
C -2.227 4.298 -0.074  -1.027
Ge -3.348 2.740 -0.312  0.494
C -4.405 2.326 1.271  -1.076
C -4.483 2.905 -1.883  -1.165
C -2.242 1.109 -0.520  0.058
H -2.856 5.163 0.156  0.405
H -1.667 4.511 -0.989  0.333
H -1.516 4.139 0.740  0.308
H -5.266 2.993 1.359  0.445
H -3.784 2.433 2.165  0.287
H -4.775 1.295 1.230  0.278
H -5.175 3.740 -1.740  0.376
H -5.073 1.999 -2.052  0.290
H -3.887 3.105 -2.777  0.362
H -1.465 1.163 -1.271  0.478
H -1.801 0.868 0.441  -0.518
C 0.643 -4.746 -0.496  -1.030
C 0.247 -3.429 -0.627  -0.775
N 0.824 -2.434 0.044  0.445
C 1.818 -2.734 0.887  0.171
C 2.296 -4.025 1.089  0.116
C 1.689 -5.042 0.363  -0.261
C 3.474 -4.298 1.947  -0.897
C 3.846 -3.662 3.051  -0.403
C 3.080 -2.666 3.845  0.230
C 1.719 -2.787 4.082  0.096
C 1.148 -1.886 4.961  -0.433
N 1.845 -0.911 5.541  -0.518
C 3.136 -0.857 5.217  -0.232
N 3.795 -1.696 4.415  -0.612
H 0.155 -5.521 -1.072  0.473
H -0.547 -3.149 -1.313  0.604
H 2.274 -1.895 1.398  0.599
H 2.044 -6.064 0.466  0.537
H 4.131 -5.082 1.579  0.409
H 4.815 -3.904 3.481  0.390
H 1.146 -3.586 3.627  0.450
H 0.097 -1.948 5.228  0.466
H 3.718 -0.058 5.666  0.421
C -5.278 -1.381 -1.510  -0.741
N -4.207 -1.911 -0.637  0.156
C -4.289 -3.129 -0.085  -0.183
C -3.384 -3.547 0.806  -1.389
C -2.327 -2.645 1.143  0.738
N -2.172 -1.504 0.491  0.476
C -3.128 -1.136 -0.326  0.139
O -3.167 0.011 -0.920  -0.495
N -1.472 -2.907 2.098  0.312
H -6.055 -2.133 -1.594  0.319
H -4.886 -1.149 -2.494  0.311
H -5.691 -0.476 -1.077  0.250
H -5.144 -3.723 -0.384  0.387
H -3.475 -4.519 1.275  0.480
H -1.708 -3.624 2.765  0.336
H -0.927 -2.104 2.436  -0.632


One molecule with the formula C27H34N2O5 in a non-equilibrium geometry, computed with ωB97M-V/def2-TZVPD.

Calculated values
spin multiplicity: 1
frontier orbital gap: 8.118 eV
SMILES: CCOC(=O)[C@@H](C(C)=O)C(c1ccc(N2CCOCC2)cc1)c1ccc(N2CCOCC2)cc1
total charge: 0
energy relative to the best compared isomer or geometry (same formula, charge and spin): 28.8 kcal per mole
highest occupied orbital energy: -7.525 eV

Each line ends with the Mulliken charge.
Cartesian coordinates (Å):
C 2.749 -4.774 -2.022  -1.140
C 3.335 -4.433 -0.661  -0.290
O 2.475 -3.407 -0.060  -0.109
C 2.824 -2.972 1.173  -0.270
O 3.795 -3.381 1.757  -0.602
C 1.666 -2.049 1.713  1.163
C 2.086 -1.546 3.135  0.440
C 0.987 -1.527 4.216  -1.166
O 3.171 -0.991 3.285  -0.576
C 1.184 -0.676 0.975  -0.146
C 1.341 -0.367 -0.533  0.054
C 0.267 -0.221 -1.437  -0.745
C 0.474 0.311 -2.716  -0.337
C 1.720 0.878 -3.060  1.031
N 1.921 1.574 -4.253  0.176
C 0.815 1.635 -5.212  -0.675
C 1.298 2.148 -6.569  -0.787
O 2.104 3.347 -6.468  -0.357
C 3.216 3.193 -5.576  -0.701
C 2.769 2.784 -4.181  -0.346
C 2.796 0.665 -2.169  -0.864
C 2.609 0.027 -0.947  -1.096
C -0.264 -0.242 1.383  -1.157
C -1.249 -1.177 1.724  -0.404
C -2.451 -0.786 2.306  -0.616
C -2.784 0.584 2.470  1.478
N -3.983 0.961 3.038  0.068
C -4.863 -0.095 3.548  -0.639
C -6.186 0.425 4.120  -0.798
O -5.946 1.578 4.921  -0.378
C -5.500 2.670 4.137  -0.671
C -4.208 2.376 3.362  -0.611
C -1.854 1.536 1.972  -0.942
C -0.647 1.100 1.444  -0.240
H 3.314 -5.593 -2.468  0.400
H 1.699 -5.097 -1.916  0.282
H 2.774 -3.898 -2.691  0.259
H 3.370 -5.337 -0.038  0.316
H 4.355 -4.022 -0.737  0.311
H 0.847 -2.700 1.735  0.336
H 0.623 -0.482 4.323  0.243
H 0.116 -2.163 3.944  0.292
H 1.300 -1.860 5.200  0.437
H 1.908 0.030 1.433  0.758
H -0.773 -0.486 -1.204  0.408
H -0.329 0.345 -3.460  0.384
H 0.462 0.610 -5.385  0.428
H 0.006 2.283 -4.835  0.420
H 1.867 1.346 -7.107  0.320
H 0.446 2.461 -7.188  0.343
H 3.955 2.458 -5.979  0.321
H 3.686 4.181 -5.515  0.357
H 2.202 3.612 -3.711  0.231
H 3.672 2.549 -3.600  0.266
H 3.789 1.018 -2.424  0.265
H 3.451 -0.082 -0.282  0.483
H -1.091 -2.246 1.527  0.447
H -3.144 -1.568 2.628  0.302
H -4.342 -0.642 4.359  0.418
H -5.093 -0.775 2.710  0.391
H -6.887 0.632 3.286  0.351
H -6.602 -0.339 4.788  0.340
H -5.324 3.460 4.878  0.289
H -6.302 2.980 3.440  0.321
H -3.359 2.776 3.963  0.456
H -4.248 2.966 2.426  0.312
H -2.096 2.599 2.025  0.349
H 0.082 1.838 1.060  0.415


A 5-piece molecular cluster, C27H35BBrNP overall in a non-equilibrium geometry, computed with ωB97M-V/def2-TZVPD.

Calculated values
spin multiplicity: 1
frontier orbital gap: 6.426 eV
total charge: -1
highest occupied orbital energy: -3.763 eV

Each line ends with the Mulliken charge.
Cartesian coordinates (Å):
C 1.632 -1.377 -3.116  -1.039
C 0.104 -1.320 -3.277  -0.468
P -0.636 -0.193 -2.012  -0.048
C 0.025 1.443 -2.614  -1.115
B -2.572 -0.073 -2.311  0.460
N -3.102 -0.840 -3.543  -0.735
Br -3.501 -0.825 -0.594  -0.421
H 1.887 -1.486 -2.066  0.161
H 2.087 -0.462 -3.479  0.271
H 2.029 -2.231 -3.664  0.389
H -0.299 -2.323 -3.190  0.445
H -0.105 -0.969 -4.287  0.104
H 1.034 1.566 -2.237  0.335
H 0.051 1.503 -3.700  0.170
H -0.609 2.222 -2.209  0.400
H -2.851 1.110 -2.328  -0.201
H -3.741 -1.560 -3.217  0.164
H -3.701 -0.201 -4.058  0.189
C -5.462 1.252 5.192  -0.458
C -4.503 2.065 4.604  -0.217
C -3.925 1.695 3.395  -0.774
C -4.306 0.515 2.770  0.053
C -5.266 -0.295 3.360  -0.425
C -5.842 0.070 4.570  -0.291
H -5.912 1.539 6.134  0.363
H -4.205 2.988 5.088  0.394
H -3.174 2.327 2.937  0.449
H -3.856 0.225 1.827  0.090
H -5.564 -1.214 2.872  0.401
H -6.589 -0.566 5.029  0.346
C 2.990 1.148 -8.296  -0.349
C 1.833 1.464 -7.599  -0.454
C 1.141 0.474 -6.915  -0.330
C 1.609 -0.832 -6.925  -0.314
C 2.769 -1.147 -7.619  -0.453
C 3.458 -0.158 -8.307  -0.346
H 3.530 1.921 -8.829  0.348
H 1.470 2.484 -7.584  0.361
H 0.239 0.719 -6.368  0.422
H 1.073 -1.600 -6.383  0.422
H 3.138 -2.165 -7.621  0.356
H 4.363 -0.405 -8.849  0.347
C 2.802 -0.656 2.161  -0.520
C 2.240 -1.461 1.180  -0.223
C 2.621 -2.792 1.079  -0.507
C 3.558 -3.317 1.957  -0.308
C 4.121 -2.510 2.936  -0.445
C 3.745 -1.178 3.037  -0.274
H 2.505 0.382 2.239  0.423
H 1.507 -1.053 0.494  0.443
H 2.184 -3.418 0.311  0.409
H 3.851 -4.357 1.878  0.351
H 4.853 -2.920 3.621  0.344
H 4.186 -0.548 3.800  0.326
C 1.671 1.493 6.501  -0.564
C 0.520 1.560 7.274  -0.291
C -0.726 1.515 6.665  -0.533
C -0.824 1.398 5.285  -0.026
C 0.328 1.328 4.513  -0.577
C 1.575 1.380 5.121  -0.229
H 2.644 1.530 6.975  0.346
H 0.595 1.646 8.351  0.357
H -1.626 1.569 7.265  0.377
H -1.798 1.360 4.817  0.311
H 0.252 1.232 3.437  0.455
H 2.474 1.329 4.520  0.352


What energy values result from the calculations? In sequence: -111054.69545 -147230.81051 -41766.49066 -110067.66827 eV.